<i>
12
Properties=species:S:1:pos:R:3 method="wB97M-V/def2-TZVPD" homo_energy_ev="-12.210 / -14.580" orbital_gap_ev="8.54 / 6.10" lumo_energy_ev="-3.67 / -8.48" charge=+1 spin_multiplicity=3
C -0.4736 0.7711 -0.7016
C -0.1987 -0.3440 -0.3522
C 0.2545 -1.4554 1.8987
C 1.3407 -1.4860 1.1696
C -0.6076 2.0236 -1.2817
N 0.0366 -1.4891 0.4134
H -0.3614 -1.6672 2.7015
H 2.3392 -1.2947 0.9530
H -0.4099 2.8968 -0.5966
H -0.0012 2.2349 -2.1308
H -1.6656 2.1638 -1.8672
H -0.2530 -2.3539 -0.2061

---

<ii>
12
Properties=species:S:1:pos:R:3 method="wB97M-V/def2-TZVPD" homo_energy_ev="-13.354 / -15.488" orbital_gap_ev="9.45 / 9.14" lumo_energy_ev="-3.90 / -6.35" charge=+1 spin_multiplicity=3
C -0.6106 -0.5491 -1.7609
C -0.5278 0.5662 -0.8266
C 0.4087 -1.2196 -0.8652
C 0.0766 0.6198 1.1481
C -1.1018 1.1406 0.3130
N 0.6363 0.1260 -0.1847
H -0.0975 -1.8934 -0.1334
H 1.2976 -1.6618 -1.3469
H 0.6323 1.3284 1.7399
H -0.1624 -0.1999 1.7734
H -2.1176 1.3514 0.6140
H 1.5661 0.3914 -0.4708

---

Which is most stable, and by how much? <ii>, by 2.702 eV.

---

<i>
36
Properties=species:S:1:pos:R:3 method="wB97M-V/def2-TZVPD" homo_energy_ev=-7.912 smiles="COc1ccc(CNC(=O)Nc2cccs2)cc1OC" orbital_gap_ev=8.37 lumo_energy_ev=0.45 spin_multiplicity=1
C -4.3557 -2.1615 -1.5882
O -3.8894 -0.9262 -2.0694
C -2.9019 -0.2945 -1.3767
C -2.2878 -0.7802 -0.2349
C -1.2922 -0.0496 0.3975
C -0.8951 1.1758 -0.1035
C 0.2160 1.9397 0.5689
N 1.4967 1.2762 0.3992
C 2.0227 0.5119 1.4015
O 1.5903 0.4986 2.5312
N 3.1313 -0.2075 0.9944
C 3.9166 -1.0002 1.8147
C 3.7765 -1.3062 3.1325
C 4.8020 -2.1647 3.5943
C 5.6983 -2.4989 2.6369
S 5.3174 -1.7676 1.1197
C -1.5004 1.6686 -1.2571
C -2.4997 0.9566 -1.8965
O -3.1536 1.3606 -3.0213
C -2.8241 2.6092 -3.5740
H -4.7748 -2.0700 -0.5805
H -5.1411 -2.4667 -2.2778
H -3.5645 -2.9189 -1.5841
H -2.5799 -1.7312 0.1802
H -0.8262 -0.4380 1.2900
H 0.2907 2.9531 0.1639
H 0.0468 1.9927 1.6472
H 1.7785 1.1012 -0.5527
H 3.4496 -0.1145 0.0418
H 2.9753 -0.9279 3.7373
H 4.8621 -2.5169 4.6085
H 6.5634 -3.1264 2.7076
H -1.1837 2.6260 -1.6413
H -3.4757 2.7283 -4.4382
H -1.7797 2.6436 -3.9035
H -3.0085 3.4257 -2.8676

---

<ii>
36
Properties=species:S:1:pos:R:3 method="wB97M-V/def2-TZVPD" homo_energy_ev=-7.806 smiles="COc1ccc(C(=O)CSc2nccn2C)c(OC)c1" orbital_gap_ev=8.46 lumo_energy_ev=0.65 spin_multiplicity=1
C 5.2205 0.8442 0.1390
O 4.6111 -0.2584 0.7651
C 3.3188 -0.5548 0.4729
C 2.7789 -1.6613 1.1294
C 1.4774 -2.0202 0.8816
C 0.6661 -1.3305 -0.0232
C -0.7200 -1.8447 -0.1419
O -1.1963 -2.5636 0.7111
C -1.4509 -1.6504 -1.4646
S -3.1990 -1.2550 -1.1639
C -2.8959 -0.1095 0.1023
N -1.6895 0.2102 0.4990
C -1.8619 1.0929 1.5179
C -3.1915 1.3061 1.7250
N -3.8565 0.5243 0.8119
C -5.2748 0.4086 0.6364
C 1.2106 -0.2089 -0.6742
O 0.4254 0.4906 -1.5337
C 0.8494 1.7494 -1.9974
C 2.5274 0.1641 -0.4144
H 5.2509 0.7241 -0.9489
H 6.2386 0.8751 0.5240
H 4.7131 1.7816 0.3894
H 3.3959 -2.2078 1.8233
H 1.0385 -2.8632 1.3934
H -1.4517 -2.5999 -2.0030
H -1.0243 -0.8638 -2.0760
H -1.0165 1.5063 2.0292
H -3.7152 1.9223 2.4260
H -5.4987 -0.5597 0.1887
H -5.7717 0.4864 1.6031
H -5.6510 1.1959 -0.0226
H 1.7017 1.6659 -2.6807
H -0.0009 2.1604 -2.5404
H 1.1035 2.4182 -1.1701
H 2.9383 1.0253 -0.9139

---

Which is most stable, and by how much? <i>, by 0.766 eV.

---

<i>
18
Properties=species:S:1:pos:R:3 method="wB97M-V/def2-TZVPD" homo_energy_ev=-6.700 orbital_gap_ev=5.49 lumo_energy_ev=-1.21 spin_multiplicity=1
C 0.4269 -2.3104 0.6114
C 3.3764 -0.4556 0.3848
C 0.1292 0.9261 0.4449
C -0.2751 -0.3564 -1.8403
C -0.6221 -0.3172 -0.3100
N -0.3024 -1.5099 0.2304
N 3.8476 0.3146 -0.5724
O 2.7370 -1.4473 0.5804
O 4.7910 0.1645 -1.3732
S 3.7699 0.9800 1.4243
H 1.2389 -2.9092 0.9753
H 1.1691 0.6616 0.1880
H -0.1203 1.9802 0.0397
H -0.1805 0.9657 1.5132
H -0.7276 -1.2535 -2.2171
H 0.7498 -0.2699 -1.9549
H -0.7035 0.5777 -2.2852
H -1.6730 -0.2079 -0.0731

---

<ii>
18
Properties=species:S:1:pos:R:3 method="wB97M-V/def2-TZVPD" homo_energy_ev=-9.042 orbital_gap_ev=9.47 lumo_energy_ev=0.43 spin_multiplicity=1
C 1.2767 0.0762 -1.7274
C 0.4506 -0.7908 -1.2610
C 1.2653 1.5377 0.3183
C 1.9814 1.2125 -0.9280
C -2.3829 -0.4777 0.8238
N 0.3768 0.8478 0.9247
N 0.2831 -0.4378 0.6687
O -0.8555 -1.1590 2.7731
O -0.9949 -2.6552 0.7963
S -0.9359 -1.3458 1.3597
H 1.2821 0.2463 -2.8655
H -0.3681 -1.4610 -1.2444
H 1.4773 2.4579 0.9643
H 2.9825 0.8991 -0.8626
H 2.0311 2.0435 -1.6475
H -2.1695 0.5598 0.8979
H -2.4581 -0.5327 -0.2531
H -3.2419 -1.0210 1.2627

---

Which is most stable, and by how much? <ii>, by 2.167 eV.

---

<i>
9
Properties=species:S:1:pos:R:3 method="wB97M-V/def2-TZVPD" homo_energy_ev=-8.849 smiles=Pc1ncsn1 orbital_gap_ev=8.66 lumo_energy_ev=-0.19 spin_multiplicity=1
P -2.2380 0.2287 -0.0242
C -0.4592 -0.1629 0.0065
N 0.1941 -1.2630 0.0389
C 1.4767 -1.0358 0.1580
S 2.0639 0.5287 0.0431
N 0.6625 1.2584 0.0713
H -2.0894 0.9198 -1.0976
H -1.8831 1.3852 0.6110
H 2.2724 -1.8590 0.1930

---

<ii>
9
Properties=species:S:1:pos:R:3 method="wB97M-V/def2-TZVPD" homo_energy_ev="-8.102 / -8.102" orbital_gap_ev="7.70 / 7.70" lumo_energy_ev="-0.41 / -0.41" spin_multiplicity=1
C -0.6799 -1.5636 0.6447
C -0.5004 0.5655 -0.4147
N -0.9085 -0.4063 0.1556
N 1.9825 -1.2180 0.2778
P -0.4429 2.2582 -0.7726
S 0.9999 -2.1846 0.7703
H -1.4755 -2.2201 0.9343
H 0.5171 2.1424 -1.7830
H 0.5075 2.6266 0.1875

---

Which is most stable, and by how much? <i>, by 1.387 eV.